Formula: C3H7N3OS
Source: OMol25
Level of theory: ωB97M-V/def2-TZVPD

Computed properties:
- Total energy: -756.076780 a.u.
- Molecular weight: 133.2 Da
- Frontier orbital gap: 0.3387 hartree
- Highest occupied orbital energy: -8.944 eV
- Maximum force: 6.2 eV/Å

Last column: natural (NBO) charge in e.
Element x y z (Å)
C: -0.0319 -0.3686 -1.3539  -0.184
C: -0.8576 -0.1484 -0.0907  0.436
C: 1.3077 0.2108 1.2862  0.283
H: -1.4333 0.1253 -2.7754  0.467
H: 0.6410 0.3925 -1.6559  0.216
H: 0.5925 -1.1838 -1.6545  0.253
H: -2.4525 -0.8795 -0.6804  0.384
H: -0.8594 0.7348 3.0916  0.100
H: 1.5445 0.6276 2.2617  0.183
H: 3.1737 -0.3293 0.6333  0.356
N: -2.0219 -0.4056 0.1336  -0.607
N: -0.0327 0.4667 1.0239  -0.672
N: 2.1834 -0.1858 0.2715  -0.725
O: -1.0336 -0.7151 -2.3300  -0.739
S: -0.7198 1.6585 1.8390  0.249

Formula: C23H45AlBrClNO9P2
Source: OMol25
Level of theory: ωB97M-V/def2-TZVPD

Computed properties:
- Total energy: -5594.960403 a.u.
- Molecular weight: 683.9 Da
- Charge: -1
- Frontier orbital gap: 0.2682 hartree
- Highest occupied orbital energy: -5.380 eV
- Maximum force: 7.8 eV/Å

Last column: Löwdin charge in e.
Element x y z (Å)
C: 2.8248 -0.7007 -2.1912  -0.103
N: 3.9938 -1.3351 -1.5879  -0.191
C: 5.0097 -1.7229 -2.5804  -0.061
C: 3.6397 -2.4287 -0.7264  -0.588
O: 2.6902 -3.1449 -0.9469  0.057
C: 4.5342 -2.5554 0.4600  -0.158
Al: 4.3133 -0.8573 1.5611  -0.383
Cl: 2.3811 0.1596 1.1970  0.264
Br: 4.3809 -1.5057 3.8745  0.129
C: 5.9344 0.2994 1.2408  -0.207
C: 5.7166 1.4604 0.3064  -0.306
C: 4.8167 2.5016 0.5405  -0.082
C: 4.7083 3.5496 -0.3619  -0.107
C: 5.4732 3.6140 -1.5168  -0.125
C: 6.3720 2.5829 -1.7603  -0.113
C: 6.4835 1.5271 -0.8625  -0.076
H: 3.1382 0.2705 -2.5823  0.087
H: 2.0116 -0.6041 -1.4774  0.044
H: 2.4607 -1.3190 -3.0293  0.078
H: 4.5421 -1.7321 -3.5718  0.078
H: 5.8162 -0.9847 -2.5629  0.070
H: 5.3731 -2.7262 -2.3530  0.088
H: 4.3314 -3.4615 1.0334  0.058
H: 5.5577 -2.6099 0.0670  0.067
H: 6.6967 -0.3482 0.7987  0.053
H: 6.2743 0.6950 2.2041  0.058
H: 4.2118 2.4806 1.4392  0.090
H: 4.0070 4.3439 -0.1209  0.095
H: 5.3761 4.4522 -2.1973  0.087
H: 7.0143 2.5966 -2.6357  0.091
H: 7.2129 0.7610 -1.1081  0.099
O: -2.9186 -3.3857 0.6636  -0.228
P: -2.3039 -2.4819 1.6824  0.589
O: -1.3125 -3.5233 2.4635  -0.211
C: -0.1336 -3.9669 1.7707  -0.262
C: 0.8991 -2.8642 1.6611  -0.105
O: -3.5758 -2.4009 2.7272  -0.234
C: -4.9049 -2.7176 2.3335  -0.286
C: -5.2525 -4.1378 2.7301  -0.076
O: -1.6261 -1.1629 2.3362  -0.215
C: -1.9287 -0.6061 3.6198  -0.255
C: -1.5429 -1.4933 4.7805  -0.070
H: -0.4044 -4.3408 0.7791  0.110
H: 0.2684 -4.8051 2.3407  0.116
H: 0.5396 -2.0548 1.0219  0.044
H: 1.8229 -3.2451 1.2344  0.056
H: 1.1111 -2.4322 2.6399  0.069
H: -5.0520 -2.5536 1.2668  0.102
H: -5.5643 -2.0198 2.8569  0.116
H: -4.5345 -4.8504 2.3244  0.075
H: -6.2510 -4.4076 2.3796  0.073
H: -5.2253 -4.2431 3.8165  0.074
H: -2.9733 -0.3026 3.6719  0.114
H: -1.3454 0.3152 3.6754  0.123
H: -2.1504 -2.3959 4.8199  0.068
H: -1.6864 -0.9506 5.7171  0.080
H: -0.5004 -1.8009 4.7038  0.081
O: -4.3765 2.1621 0.1566  -0.217
P: -3.6215 2.7738 -0.9681  0.563
O: -4.7018 2.8008 -2.2039  -0.209
C: -5.8144 3.6889 -2.1187  -0.288
C: -5.4085 5.1393 -2.3184  -0.085
O: -2.6769 1.5179 -1.4032  -0.234
C: -2.4614 0.3833 -0.5587  -0.267
C: -3.3750 -0.7615 -0.9503  -0.065
O: -2.5971 3.8527 -1.6039  -0.215
C: -1.5670 3.5589 -2.5601  -0.254
C: -2.0851 3.1040 -3.9045  -0.074
H: -6.3188 3.5582 -1.1566  0.109
H: -6.5120 3.3906 -2.9016  0.115
H: -4.7759 5.4879 -1.4990  0.070
H: -6.2903 5.7807 -2.3634  0.075
H: -4.8375 5.2564 -3.2395  0.073
H: -2.5768 0.6467 0.4911  0.096
H: -1.4196 0.0842 -0.6976  0.123
H: -4.4238 -0.4587 -0.9442  0.082
H: -3.2504 -1.6143 -0.2700  0.012
H: -3.1489 -1.0977 -1.9639  0.085
H: -0.8484 2.8554 -2.1458  0.118
H: -1.0250 4.4975 -2.6927  0.119
H: -2.5675 2.1303 -3.8435  0.071
H: -1.2540 3.0228 -4.6069  0.082
H: -2.8169 3.8098 -4.2997  0.072

Formula: C5H9N3
Source: OMol25
Level of theory: ωB97M-V/def2-TZVPD

Computed properties:
- Total energy: -359.920032 a.u.
- Molecular weight: 111.1 Da
- Frontier orbital gap: 0.3535 hartree
- Highest occupied orbital energy: -9.385 eV
- Maximum force: 6.2 eV/Å

Last column: natural (NBO) charge in e.
Element x y z (Å)
C: -0.3867 1.0863 0.4315  -0.180
C: -1.0633 0.1534 1.4358  -0.171
C: -2.3667 0.0765 1.6823  -0.416
C: 0.5728 0.6217 -0.6203  0.122
C: 2.5542 -2.1063 -0.8545  -0.097
H: -1.8864 0.8270 -1.0623  0.331
H: -2.7743 1.4634 0.4081  0.331
H: -0.0100 1.8725 1.1131  0.229
H: -0.2034 -0.6816 1.7608  0.241
H: -2.5754 -0.6193 2.6202  0.232
H: -3.2023 0.8541 1.3634  0.179
H: 0.8021 1.4579 -1.4486  0.211
H: 3.5999 -2.5335 -1.2844  0.216
H: 2.1654 -2.2869 0.1724  0.181
N: -1.6633 1.7436 -0.3636  -0.810
N: 0.8906 -0.6085 -0.5604  -0.320
N: 1.9475 -1.0413 -1.3747  -0.278

Formula: C23H21BiN9O5S
Source: OMol25
Level of theory: ωB97M-V/def2-TZVPD

Computed properties:
- Total energy: -2370.776965 a.u.
- Molecular weight: 744.5 Da
- Charge: +1
- Frontier orbital gap: 0.2777 hartree
- Highest occupied orbital energy: -11.070 eV
- Maximum force: 0.3 eV/Å

Last column: natural (NBO) charge in e.
Element x y z (Å)
Bi: 0.0486 0.7214 -0.2314  2.066
C: 3.0407 -1.5575 1.3611  -0.671
C: 2.7733 -0.1636 1.7925  0.440
N: 1.8416 0.6516 1.3210  -0.578
C: 2.0181 1.8740 1.9267  -0.014
C: 3.0591 1.7903 2.7995  0.040
N: 3.5079 0.4996 2.7012  -0.464
C: 3.7532 2.7126 3.7465  0.765
O: 3.3419 3.9589 3.7830  -0.643
O: 4.6560 2.2713 4.4095  -0.569
C: 1.1760 3.0236 1.5192  0.794
O: 1.3098 4.1133 2.0471  -0.607
O: 0.3347 2.7607 0.5629  -0.834
H: 2.2896 -1.8666 0.6397  0.244
H: 3.0181 -2.2406 2.2097  0.252
H: 4.0224 -1.6185 0.8901  0.254
H: 4.2958 0.1605 3.2379  0.461
H: 2.6082 4.1290 3.1339  0.517
N: -1.1177 -3.7824 1.2254  -0.600
C: -1.8657 -3.5993 2.4204  0.211
C: -2.9119 -4.4456 2.7423  -0.244
C: -3.6326 -4.2242 3.9083  -0.181
C: -3.3367 -3.1404 4.7209  -0.203
C: -2.3095 -2.2727 4.3747  -0.176
C: -1.5583 -2.5240 3.2382  -0.270
S: -0.1754 -1.5277 2.7892  0.469
N: -0.2754 -1.6104 1.0840  -0.719
C: -0.6614 -2.7000 0.5263  0.442
C: -0.6000 -2.7825 -0.9720  0.141
C: -0.9825 -3.9136 -1.6758  -0.216
C: -0.8775 -3.9159 -3.0605  -0.132
C: -0.4036 -2.7862 -3.6965  -0.221
C: -0.0508 -1.6933 -2.9179  0.068
N: -0.1389 -1.6878 -1.5928  -0.471
H: -1.3741 -4.5977 0.6963  0.405
H: -3.1586 -5.2785 2.0950  0.218
H: -4.4360 -4.8970 4.1732  0.232
H: -3.9066 -2.9653 5.6222  0.234
H: -2.0776 -1.4169 4.9947  0.233
H: -1.3621 -4.7970 -1.1843  0.217
H: -1.1654 -4.7917 -3.6254  0.241
H: -0.3040 -2.7389 -4.7710  0.246
H: 0.3202 -0.7892 -3.3860  0.218
N: 1.8291 0.8100 -1.5482  -0.787
C: 1.8483 1.0890 -2.7017  0.675
N: 1.9023 1.2878 -3.9411  -0.619
C: 1.6133 2.5119 -4.3986  0.423
N: 1.3581 3.5487 -4.8337  -0.405
C: -2.4690 3.3646 -3.7978  -0.422
N: -1.3589 3.9506 -3.0611  -0.347
C: -1.0287 5.3516 -3.2949  -0.404
C: -0.6583 3.2303 -2.2227  0.552
O: -0.8877 2.0120 -1.9979  -0.778
H: -2.5693 3.8883 -4.7450  0.225
H: -3.3979 3.4586 -3.2338  0.216
H: -2.2678 2.3131 -3.9825  0.230
H: -0.9594 5.5223 -4.3672  0.229
H: -0.0595 5.5718 -2.8573  0.227
H: -1.7936 5.9993 -2.8673  0.212
H: 0.1663 3.7483 -1.7285  0.178

Look up the total energy of the second one. -5594.960403 a.u.